A single C8H10N2O4S molecule at a distorted geometry. Source: OMol25; level of theory: the ωB97M-V functional and the def2-TZVPD basis.

Calculated values
Energy relative to the best compared isomer or geometry (same formula, charge and spin): 111.6 kcal/mol
Orbital gap: 9.47 eV
E_tot: -1119.27991 a.u.
E_LUMO: 0.1 eV
SMILES string: CNS(=O)(=O)[C@@H]1[C@H]2C=CC=C[C@]21[N+](=O)[O-]

Positions of all 25 atoms, in Å:
C 1.662 -1.843 0.324
C 0.845 -2.885 0.879
C 1.282 -0.846 -0.501
C -0.484 -2.921 0.605
C -0.153 -0.583 -0.510
C -0.925 -0.359 0.727
C -1.082 -1.726 0.113
C -0.841 2.873 -0.816
N -1.331 2.337 0.436
N -2.405 -2.169 -0.591
O -3.454 -1.957 0.009
O -2.320 -2.767 -1.613
O -2.935 0.626 -0.854
O -2.984 1.020 1.620
S -2.243 0.885 0.416
H 2.639 -2.122 0.447
H 1.207 -3.736 1.248
H 2.090 -0.372 -1.049
H -1.125 -3.778 0.783
H -0.506 0.048 -1.398
H -0.471 -0.316 1.716
H -0.860 2.165 -1.678
H -1.536 3.754 -1.235
H 0.214 3.173 -0.798
H -1.939 2.905 1.060

A molecular structure, C8H10N2Sr at a distorted geometry. Source: OMol25; level of theory: the ωB97M-V functional and the def2-TZVPD basis.

Calculated values
Energy relative to the best compared isomer or geometry (same formula, charge and spin): 22.4 kcal/mol
Total charge: -2
Orbital gap (alpha / beta): 2.82 / 2.80 eV
E_tot: -450.78122 a.u.
E_LUMO (alpha / beta): 4.9 / 5.0 eV

Positions of all 21 atoms, in Å:
C -0.064 0.962 -1.784
C -0.268 -0.451 -1.766
C 0.954 -1.070 -1.383
C 1.917 -0.050 -1.171
C 1.289 1.207 -1.414
Sr -0.465 0.586 1.080
N 0.626 3.123 0.679
C -1.910 -1.027 1.858
C -2.246 -1.291 0.572
H 1.138 -2.141 -1.326
H -1.176 -0.976 -2.055
H 2.970 -0.205 -0.926
H 1.803 2.169 -1.411
H -0.790 1.715 -2.099
H -2.810 -0.619 -0.082
H -1.168 -1.672 2.387
H 0.741 4.067 1.094
H -2.046 -2.261 0.097
H -2.478 -0.329 2.536
N 2.432 -1.082 2.885
C 1.553 -0.657 2.230

A molecular structure, C8H10N3O2S2 at a distorted geometry. Source: OMol25; level of theory: the ωB97M-V functional and the def2-TZVPD basis.

Calculated values
Energy relative to the best compared isomer or geometry (same formula, charge and spin): 40.5 kcal/mol
Total charge: -1
Orbital gap: 6.39 eV
E_tot: -1421.85968 a.u.
E_LUMO: 3.4 eV

Positions of all 25 atoms, in Å:
C -0.997 2.710 -0.485
C -1.688 1.627 0.086
C 0.387 2.621 -0.629
C 0.339 0.459 0.382
C -1.037 0.434 0.529
C 1.029 1.478 -0.258
C 2.520 -0.477 0.287
C 0.820 -1.681 1.435
N 1.181 -0.481 0.761
N -3.120 -0.667 0.543
N -1.719 -0.693 0.932
O 3.388 -1.866 -2.059
O 1.010 -2.120 -1.581
S 2.702 1.222 -0.362
S 2.218 -1.321 -1.414
H -1.592 3.621 -0.709
H -2.735 1.589 -0.221
H 0.857 3.583 -0.825
H 0.422 -2.490 0.744
H 1.794 -2.129 1.658
H 0.134 -1.519 2.246
H -3.399 -1.518 0.902
H -3.270 -0.581 -0.474
H -1.098 -1.504 0.846
H 1.855 -0.298 -2.334

A single C8H10N4O molecule at a distorted geometry. Source: OMol25; level of theory: the ωB97M-V functional and the def2-TZVPD basis.

Calculated values
Energy relative to the best compared isomer or geometry (same formula, charge and spin): 16.5 kcal/mol
Orbital gap: 9.34 eV
E_tot: -605.07090 a.u.
E_LUMO: 0.8 eV
SMILES string: O=C1NCCN(c2ccccn2)N1

Positions of all 23 atoms, in Å:
C 2.469 -0.786 -0.018
C 1.275 1.286 0.884
C 1.069 1.530 -0.688
C -0.697 -0.150 -0.701
C -0.989 -1.392 -0.267
C -2.236 -1.696 0.243
C -3.068 -0.631 0.474
C -2.649 0.596 0.013
H 2.760 0.071 1.854
H 1.632 2.180 1.427
H 0.192 1.119 1.191
H 0.366 2.386 -1.009
H 2.142 1.719 -1.032
H 1.858 -1.166 -1.922
H -0.201 -2.220 -0.210
H -2.567 -2.677 0.549
H -4.149 -0.590 0.623
H -3.350 1.410 0.253
N 2.078 0.140 1.054
N 0.597 0.231 -1.137
N 1.515 -0.780 -1.052
N -1.507 0.895 -0.586
O 3.460 -1.475 0.054

A single C8H10N4S molecule at a distorted geometry. Source: OMol25; level of theory: the ωB97M-V functional and the def2-TZVPD basis.

Calculated values
Energy relative to the best compared isomer or geometry (same formula, charge and spin): 24.2 kcal/mol
Orbital gap: 8.94 eV
E_tot: -928.01555 a.u.
E_LUMO: 0.1 eV
SMILES string: CCSc1ncnc2ncn(C)c12

Positions of all 23 atoms, in Å:
N 3.706 -1.267 -0.616
N 2.608 -1.579 -2.712
N 0.278 -0.890 -2.794
S -0.992 0.562 -1.140
C 3.379 -0.737 0.457
C 1.379 -1.421 -3.318
C 2.626 -1.144 -1.432
C 0.432 -0.388 -1.604
C 1.572 -0.537 -0.795
N 2.067 -0.258 0.460
C 1.414 0.386 1.645
C -1.845 -1.079 0.947
C -2.203 -0.666 -0.565
H 3.944 -0.949 1.363
H 1.407 -1.499 -4.367
H 0.731 1.116 1.265
H 0.926 -0.454 1.998
H 2.151 0.853 2.368
H -2.668 -1.744 1.346
H -1.782 -0.267 1.707
H -0.938 -1.730 0.973
H -2.137 -1.499 -1.248
H -3.265 -0.215 -0.539

2 unconnected molecules or ions with the total composition C8H10NOS at a distorted geometry. Source: OMol25; level of theory: the ωB97M-V functional and the def2-TZVPD basis.

Calculated values
Energy relative to the best compared isomer or geometry (same formula, charge and spin): 131.6 kcal/mol
Total charge: +1
Orbital gap: 8.61 eV
E_tot: -838.51446 a.u.
E_LUMO: -3.2 eV

Positions of all 21 atoms, in Å:
C 3.787 1.617 -1.615
C -2.432 -0.977 0.725
C -1.727 -1.467 1.948
C 1.669 0.864 -0.084
C 1.280 0.920 -1.744
C -0.550 -1.822 -0.303
C 2.546 1.317 -1.182
C 0.861 -0.056 -0.792
N -1.835 -1.518 -0.367
O 4.810 1.960 -0.802
S 0.020 -1.877 1.385
H 3.909 1.662 -2.769
H -3.484 -1.411 0.731
H -2.616 0.232 0.600
H -1.803 -0.771 2.875
H -2.116 -2.451 2.248
H 1.538 1.471 0.842
H 0.762 1.362 -2.475
H -0.055 -2.458 -1.044
H -2.131 -1.605 -1.429
H 4.531 1.440 -0.075

2 unconnected molecules or ions with the total composition C8H10O2PS at a distorted geometry. Source: OMol25; level of theory: the ωB97M-V functional and the def2-TZVPD basis.

Calculated values
Energy relative to the best compared isomer or geometry (same formula, charge and spin): 0.0 kcal/mol
Total charge: -1
Orbital gap: 5.02 eV
E_tot: -1200.88258 a.u.
E_LUMO: 2.1 eV

Positions of all 22 atoms, in Å:
C 1.633 -2.327 0.070
C 1.328 -1.672 1.242
C 1.850 -1.567 -1.059
C 1.291 -0.321 1.289
C 1.693 -0.201 -1.089
C 1.266 0.395 0.097
C -2.074 1.282 -0.253
C -2.540 -0.086 -0.002
O 0.745 2.871 1.366
O 1.180 2.935 -1.180
P 0.800 2.161 0.081
S -4.375 -0.142 -0.097
H 1.558 -3.357 -0.110
H 1.249 -2.045 2.244
H 2.036 -2.003 -2.019
H 1.024 0.110 2.234
H 1.787 0.352 -2.035
H -2.557 1.998 0.359
H -0.987 1.643 -0.128
H -2.509 1.538 -1.178
H -2.263 -0.599 0.912
H -2.135 -0.966 -0.744

A molecular structure, C8H10O2S2 at a distorted geometry. Source: OMol25; level of theory: the ωB97M-V functional and the def2-TZVPD basis.

Calculated values
Energy relative to the best compared isomer or geometry (same formula, charge and spin): 79.4 kcal/mol
Orbital gap (alpha / beta): 7.17 / 7.17 eV
E_tot: -1257.56720 a.u.
E_LUMO (alpha / beta): -0.8 / -0.8 eV

Positions of all 22 atoms, in Å:
C -1.400 -0.346 0.130
C 0.736 -1.327 -0.953
C -2.711 -0.014 0.086
C -0.670 -1.510 -0.580
C -0.551 0.500 0.918
C 1.509 -0.156 -0.511
C -1.054 1.498 1.946
C 3.014 -0.129 -0.752
O 1.361 -2.200 -1.566
O -0.023 1.201 -2.243
S 1.142 0.053 1.281
S 0.618 1.443 -0.933
H -3.129 0.906 0.620
H -3.552 -0.582 -0.328
H -0.659 -2.394 0.035
H -1.306 -1.823 -1.468
H -1.045 2.638 1.790
H -0.376 1.239 2.750
H -1.993 1.186 2.393
H 3.396 -1.051 -0.851
H 3.565 0.360 -0.044
H 3.129 0.508 -1.720

A single C8H10O2S2 molecule at a distorted geometry. Source: OMol25; level of theory: the ωB97M-V functional and the def2-TZVPD basis.

Calculated values
Energy relative to the best compared isomer or geometry (same formula, charge and spin): 68.3 kcal/mol
Orbital gap: 9.55 eV
E_tot: -1257.58486 a.u.
E_LUMO: 0.4 eV
SMILES string: CC1=C2COS[C@@](C)(S1)C(=O)C2

Positions of all 22 atoms, in Å:
C 0.896 -0.524 -0.819
C -1.608 -0.294 -0.711
C 1.189 -1.815 -0.178
C -0.418 -0.606 -1.584
C 1.233 0.711 -0.397
C -1.141 0.520 0.499
C 2.539 0.898 0.340
C -2.363 1.209 1.191
O -2.757 -0.578 -0.948
O 0.141 -2.032 0.736
S -0.136 1.864 -0.279
S -0.169 -0.642 1.630
H 2.234 -1.708 0.218
H 1.100 -2.593 -0.859
H -0.613 -0.005 -2.497
H -0.641 -1.550 -2.066
H 2.235 1.268 1.304
H 3.069 1.659 -0.168
H 3.147 0.042 0.507
H -2.216 2.279 1.055
H -2.275 0.977 2.270
H -3.447 0.919 0.756

A single C8H10P2 molecule at a distorted geometry. Source: OMol25; level of theory: the ωB97M-V functional and the def2-TZVPD basis.

Calculated values
Energy relative to the best compared isomer or geometry (same formula, charge and spin): 14.6 kcal/mol
Orbital gap: 6.96 eV
E_tot: -993.42222 a.u.
E_LUMO: -0.6 eV
SMILES string: C1=CC(C2=PCCC2)=[PH]=C1

Positions of all 20 atoms, in Å:
C -3.091 -1.171 -0.153
C -1.663 -1.120 -0.266
C -3.627 0.044 0.162
C -1.096 0.144 -0.270
C 0.262 0.475 -0.098
C 1.383 -0.782 -0.066
C 2.657 -0.111 -0.488
C 2.646 1.325 0.237
P 0.969 2.052 -0.096
P -2.491 1.362 -0.078
H -3.550 -2.134 -0.079
H -1.128 -2.022 -0.426
H -4.651 0.289 0.573
H 1.353 -0.879 1.022
H 1.093 -1.716 -0.528
H 3.631 -0.732 -0.250
H 2.803 -0.045 -1.562
H 2.770 1.257 1.371
H 3.521 2.033 -0.220
H -1.792 1.730 1.216

2 unconnected molecules or ions with the total composition C8H10P2 at a distorted geometry. Source: OMol25; level of theory: the ωB97M-V functional and the def2-TZVPD basis.

Calculated values
Energy relative to the best compared isomer or geometry (same formula, charge and spin): 66.6 kcal/mol
Orbital gap: 6.73 eV
E_tot: -993.33938 a.u.
E_LUMO: 0.0 eV
SMILES string: [PH3]=Cc1ccccc1.C#P

Positions of all 20 atoms, in Å:
C 2.578 -1.553 -0.563
C 2.515 -0.509 -1.439
C 1.467 -1.860 0.175
C 1.478 0.380 -1.406
C 0.321 -1.038 0.093
C 0.344 0.164 -0.659
C -1.662 2.103 2.997
C -0.800 0.917 -0.868
P -3.178 2.281 2.956
P -2.223 0.307 -0.166
H 3.483 -2.064 -0.392
H 3.339 -0.277 -2.207
H 1.464 -2.782 0.707
H 1.552 1.301 -1.963
H -0.673 -1.301 0.535
H -0.772 1.787 3.466
H -0.934 1.810 -1.668
H -1.980 -0.029 1.086
H -3.038 -0.850 -0.600
H -3.281 1.212 -0.084

A single C8H10S molecule at a distorted geometry. Source: OMol25; level of theory: the ωB97M-V functional and the def2-TZVPD basis.

Calculated values
Energy relative to the best compared isomer or geometry (same formula, charge and spin): 76.1 kcal/mol
Orbital gap: 9.09 eV
E_tot: -708.90664 a.u.
E_LUMO: 1.0 eV
SMILES string: C=C[C@]12CC[C@H]1C=CS2

Positions of all 19 atoms, in Å:
C 1.684 -1.514 0.207
C 2.171 -1.052 -0.931
C -1.123 2.469 0.564
C -0.011 1.738 0.486
C -0.990 -1.322 0.147
C -1.075 -0.125 -0.796
C 0.443 -0.768 0.751
C 0.235 0.546 -0.298
S 1.699 0.550 -1.367
H 1.869 -2.491 0.481
H 2.902 -1.642 -1.595
H -1.338 3.200 1.280
H -2.099 2.054 0.255
H 0.830 2.337 0.932
H -1.739 -1.134 0.928
H -0.936 -2.380 -0.200
H -0.980 -0.340 -1.923
H -1.948 0.397 -0.731
H 0.406 -0.523 1.811